(1)
2 unconnected molecules or ions with the total composition C13H25Cl2N3O3P at a distorted geometry. Source: the Open Molecules 2025 dataset; level of theory: ωB97M-V/def2-TZVPD.

Each atom is followed by the atoms it is bonded to, with distances in Å.
Element x y z (Å)
1 H -4.013 -0.404 0.517  C5 1.124
2 H 2.682 3.083 -3.815  C14 1.093
3 H 3.131 1.303 -5.267  C18 1.093
4 H -5.450 0.777 1.856  O15 0.977
5 C -3.535 -1.046 1.305  H1 1.124, C6 1.537, H26 1.119, P45 1.897
6 C -2.185 -0.414 1.681  C5 1.537, N24 1.405, C34 1.445
7 H 0.854 -0.181 3.233  C43 1.109
8 H -1.785 -4.390 0.846  C35 1.118
9 H 3.932 4.141 -1.584  C11 1.093
10 Cl -1.200 -2.135 5.070  C38 1.795
11 C 4.379 3.159 -1.760  H9 1.093, H16 1.091, H20 1.091, C27 1.522
12 H 1.173 2.256 -3.917  C14 1.094
13 H 0.233 1.799 1.578  N41 1.019
14 C 2.188 2.153 -3.523  H2 1.093, H12 1.094, C18 1.531, N44 1.460
15 O -5.828 0.181 2.533  H4 0.977, P45 1.660
16 H 5.284 3.090 -1.155  C11 1.091
17 H 3.815 0.697 -3.764  C18 1.092
18 C 2.884 0.997 -4.247  H3 1.093, C14 1.531, H17 1.092, H47 1.090
19 H -1.508 -2.634 0.480  C35 1.116
20 H 4.682 3.100 -2.807  C11 1.091
21 H 1.026 1.433 -0.451  C25 1.098
22 H 0.741 -0.858 -0.961  C33 1.095
23 O -3.982 -0.862 4.040  P45 1.489
24 N -1.160 -0.871 2.526  C6 1.405, C38 1.452, C43 1.361
25 C 1.146 1.192 -1.516  H21 1.098, C33 1.532, H36 1.095, N44 1.453
26 H -3.456 -2.102 0.943  C5 1.119
27 C 3.417 2.044 -1.379  C11 1.522, H30 1.099, H39 1.096, N44 1.456
28 O -5.537 -2.497 2.899  H31 0.980, P45 1.657
29 H -0.075 -3.686 0.755  C35 1.121
30 H 3.920 1.079 -1.536  C27 1.099
31 H -5.191 -3.085 2.197  O28 0.980
32 H -2.136 1.505 0.516  C34 1.110
33 C 1.418 -0.311 -1.625  H22 1.095, C25 1.532, H42 1.091, H46 1.089
34 C -1.609 0.829 1.221  C6 1.445, H32 1.110, N41 1.397
35 C -1.137 -3.507 1.069  H8 1.118, H19 1.116, H29 1.121, C40 1.555
36 H 0.168 1.406 -1.961  C25 1.095
37 Cl -1.112 -4.807 3.588  C40 1.794
38 C -1.165 -2.115 3.276  Cl10 1.795, N24 1.452, C40 1.361
39 H 3.238 2.130 -0.300  C27 1.096
40 C -1.142 -3.303 2.610  C35 1.555, Cl37 1.794, C38 1.361
41 N -0.344 0.988 1.794  H13 1.019, C34 1.397, C43 1.370
42 H 2.438 -0.572 -1.337  C33 1.091
43 C -0.069 -0.063 2.629  H7 1.109, N24 1.361, N41 1.370
44 N 2.134 2.105 -2.065  C14 1.460, C25 1.453, C27 1.456
45 P -4.739 -1.050 2.771  C5 1.897, O15 1.660, O23 1.489, O28 1.657
46 H 1.236 -0.678 -2.634  C33 1.089
47 H 2.235 0.125 -4.330  C18 1.090

Its net charge is +1. The value obtained for the frontier orbital gap is 7.04 eV. The calculation puts the highest occupied orbital energy at -10.716 eV.

(2)
2 unconnected molecules or ions with the total composition C13H25Cl2N3OS at a distorted geometry. Source: the Open Molecules 2025 dataset; level of theory: ωB97M-V/def2-TZVPD.

Each atom is followed by the atoms it is bonded to, with distances in Å.
Element x y z (Å)
1 H 1.886 -1.933 0.850  N27 1.025
2 H 4.827 -1.053 3.245  C19 1.106
3 H 0.262 -3.011 2.418  C4 1.101
4 C -0.738 -3.065 2.876  H3 1.101, H6 1.104, C21 1.553, H34 1.110
5 H -1.972 -0.472 -5.019  C30 1.088
6 H -1.424 -3.609 2.204  C4 1.104
7 H -0.978 1.311 -1.244  C25 1.093
8 Cl -0.393 -0.725 0.955  C10 1.828
9 H 0.581 3.015 -1.198  O35 0.966
10 C -0.484 -0.476 2.764  Cl8 1.828, C13 1.541, C21 1.571, H42 1.110
11 H -2.699 2.008 -2.411  C32 1.087
12 H -0.696 -0.341 -3.091  C40 1.090
13 C 0.856 -0.457 3.525  C10 1.541, N37 1.549, C39 1.548
14 H 3.762 -2.132 4.300  C19 1.101
15 H 2.794 0.401 3.254  C39 1.112
16 H -0.147 2.763 -4.830  C26 1.087
17 H -2.511 0.995 -5.881  C30 1.088
18 H -3.590 1.755 -3.929  C32 1.088
19 C 4.081 -1.870 3.279  H2 1.106, H14 1.101, H31 1.107, C33 1.541
20 H -1.263 3.411 -3.584  C26 1.084
21 C -1.297 -1.692 3.338  C4 1.553, C10 1.571, Cl36 1.865, H43 1.095
22 S 1.333 0.450 7.092  C24 1.608
23 H 0.694 0.773 -1.424  C25 1.093
24 C 0.859 0.557 5.559  S22 1.608, N37 1.176
25 C -0.108 1.337 -1.905  H7 1.093, H23 1.093, O35 1.424, C40 1.512
26 C -1.162 2.758 -4.442  H16 1.087, H20 1.084, H29 1.090, N38 1.506
27 N 2.670 -2.304 1.396  H1 1.025, C33 1.270
28 H 1.934 0.381 1.710  C39 1.115
29 H -1.861 3.077 -5.215  C26 1.090
30 C -1.709 0.547 -5.298  H5 1.088, H17 1.088, N38 1.501, H44 1.088
31 H 4.583 -2.755 2.841  C19 1.107
32 C -2.809 1.365 -3.279  H11 1.087, H18 1.088, N38 1.498, H41 1.089
33 C 2.897 -1.510 2.360  C19 1.541, N27 1.270, C39 1.547
34 H -0.632 -3.718 3.767  C4 1.110
35 O 0.324 2.684 -2.068  H9 0.966, C25 1.424
36 Cl -3.003 -1.559 2.595  C21 1.865
37 N 0.766 0.808 4.414  C13 1.549, C24 1.176
38 N -1.522 1.351 -4.045  C26 1.506, C30 1.501, C32 1.498, C40 1.523
39 C 2.101 -0.213 2.638  C13 1.548, H15 1.112, H28 1.115, C33 1.547
40 C -0.403 0.698 -3.243  H12 1.090, C25 1.512, N38 1.523, H45 1.091
41 H -3.042 0.346 -2.974  C32 1.089
42 H -1.085 0.424 3.011  C10 1.110
43 H -1.386 -1.613 4.427  C21 1.095
44 H -0.777 0.561 -5.860  C30 1.088
45 H 0.482 0.732 -3.879  C40 1.091

The value obtained for the frontier orbital gap is 4.31 eV. The calculation puts the highest occupied orbital energy at -5.211 eV.